#A
{"formula": "C2H7N3", "method": "ωB97M-V/def2-TZVPD", "orbital_gap_ev": 10.03, "molar_mass_da": 73.10, "homo_energy_ev": -9.13, "total_charge": 0, "smiles": "[H]/N=C(\\N)CN", "symbols": ["C", "C", "H", "H", "H", "H", "H", "H", "H", "N", "N", "N"], "positions_angstrom": [[-0.814, -0.021, -0.542], [0.409, 0.233, 0.249], [-1.029, -2.115, -0.361], [0.140, -1.622, -1.512], [-0.804, 0.687, -1.402], [-1.721, 0.139, 0.105], [1.160, 1.742, 1.552], [-0.386, 2.011, 0.980], [2.125, -0.457, 0.863], [-0.817, -1.359, -1.142], [0.450, 1.465, 0.909], [1.288, -0.703, 0.301]]}

#B
{"formula": "C2H7N3", "method": "ωB97M-V/def2-TZVPD", "orbital_gap_ev": 9.72, "molar_mass_da": 73.10, "homo_energy_ev": -8.75, "total_charge": 0, "smiles": "[H]/N=C\\N.C=N", "symbols": ["C", "N", "H", "H", "H", "N", "C", "N", "H", "H", "H", "H"], "positions_angstrom": [[-2.241, 0.975, 1.918], [-2.505, 1.114, 0.678], [-1.174, 0.863, 2.212], [-3.059, 0.722, 2.619], [-3.514, 1.489, 0.489], [1.423, 0.026, -1.638], [1.904, -1.323, -1.177], [2.870, -1.465, -0.387], [1.929, 0.782, -2.069], [0.378, -0.045, -1.623], [1.353, -2.228, -1.490], [2.637, -0.909, 0.469]]}

#C
{"formula": "C2H7N3", "method": "ωB97M-V/def2-TZVPD", "orbital_gap_ev": 10.06, "molar_mass_da": 73.10, "homo_energy_ev": -9.18, "total_charge": 0, "smiles": "[H]/N=C\\N(C)N", "symbols": ["C", "C", "H", "H", "H", "H", "H", "H", "H", "N", "N", "N"], "positions_angstrom": [[-0.211, 1.278, -0.095], [0.772, -0.813, -0.176], [-0.268, 1.320, 1.067], [0.861, 1.676, -0.318], [-1.037, 1.764, -0.497], [-1.354, -1.207, 0.974], [-1.607, -1.521, -0.591], [0.812, -1.935, -0.369], [1.768, 0.610, 0.214], [-0.324, -0.104, -0.376], [-1.410, -0.701, 0.102], [1.997, -0.367, 0.064]]}

Q: Which of them is the most stable? A: #A.

#A
{"formula": "C4H14NO2", "method": "ωB97M-V/def2-TZVPD", "orbital_gap_ev": 11.14, "molar_mass_da": 108.16, "homo_energy_ev": -14.46, "total_charge": 1, "symbols": ["C", "C", "C", "C", "O", "N", "H", "H", "H", "H", "H", "H", "H", "H", "H", "H", "H", "H", "H", "H", "O"], "positions_angstrom": [[0.727, -0.963, 0.414], [-0.388, 0.078, 0.041], [0.155, 1.182, -1.095], [1.569, 1.633, -0.842], [-0.847, 2.191, -0.785], [-0.774, 0.825, 1.352], [1.349, -1.439, -0.384], [1.647, -0.482, 0.881], [0.225, -1.671, 1.078], [-1.247, -0.413, -0.416], [0.119, 0.777, -2.112], [2.416, 0.859, -0.847], [1.961, 2.229, -1.643], [1.636, 2.236, 0.076], [-0.726, 2.833, -1.541], [-1.737, 1.251, 1.376], [-0.870, 0.116, 2.076], [-0.083, 1.564, 1.688], [-1.253, -4.692, 0.700], [-2.035, -4.102, -0.469], [-1.842, -4.012, 0.451]]}

#B
{"formula": "C4H14NO2", "method": "ωB97M-V/def2-TZVPD", "orbital_gap_ev": 10.95, "molar_mass_da": 108.16, "homo_energy_ev": -14.05, "total_charge": 1, "symbols": ["C", "C", "C", "C", "N", "H", "H", "H", "H", "H", "H", "H", "H", "H", "H", "H", "H", "O", "H", "H", "O"], "positions_angstrom": [[0.633, 1.196, 1.370], [1.528, 0.874, 0.158], [0.822, 0.151, -0.967], [1.238, -0.002, -2.211], [-0.386, -0.639, -0.589], [0.116, 0.301, 1.707], [1.315, 1.543, 2.148], [-0.121, 1.940, 1.167], [2.005, 1.736, -0.259], [2.243, 0.131, 0.496], [2.126, 0.535, -2.449], [0.882, -0.696, -2.954], [-0.915, -0.821, -1.438], [-0.997, -0.069, 0.003], [-0.292, -1.582, -0.136], [-1.195, -2.625, 1.624], [-0.297, -3.779, 1.193], [-0.760, -3.004, 0.853], [-2.537, 2.362, -0.021], [-3.071, 1.028, 0.395], [-2.336, 1.421, -0.092]]}

Q: Which of them is the most stable? A: #B.

#A
{"formula": "C4H14NO2", "method": "ωB97M-V/def2-TZVPD", "orbital_gap_ev": 12.15, "molar_mass_da": 108.16, "homo_energy_ev": -14.93, "total_charge": 1, "symbols": ["O", "C", "C", "N", "C", "C", "H", "H", "H", "H", "H", "H", "H", "H", "H", "H", "H", "H", "H", "H", "O"], "positions_angstrom": [[-2.078, 0.990, -1.021], [-0.936, 1.704, -1.500], [0.174, 0.679, -1.623], [0.245, -0.065, -0.329], [1.229, -1.210, -0.371], [1.368, -1.833, 0.986], [-2.845, 1.227, -1.568], [-1.142, 2.258, -2.413], [-0.643, 2.416, -0.729], [-0.002, -0.061, -2.395], [1.152, 1.119, -1.774], [-0.675, -0.404, -0.053], [0.624, 0.527, 0.409], [0.840, -1.892, -1.125], [2.156, -0.793, -0.774], [2.092, -1.328, 1.626], [0.426, -1.818, 1.550], [1.576, -2.899, 0.977], [-1.620, 1.100, 3.188], [-0.879, -0.051, 3.904], [-1.061, 0.333, 3.036]]}

#B
{"formula": "C4H14NO2", "method": "ωB97M-V/def2-TZVPD", "orbital_gap_ev": 9.93, "molar_mass_da": 108.16, "homo_energy_ev": -13.47, "total_charge": 1, "symbols": ["C", "C", "C", "C", "N", "H", "H", "H", "H", "H", "H", "H", "H", "H", "H", "H", "H", "O", "H", "H", "O"], "positions_angstrom": [[-2.756, -2.598, 0.672], [-1.209, -2.597, 1.161], [-0.924, -1.160, 1.168], [-0.385, -0.655, 0.067], [0.425, 0.528, 0.230], [-3.355, -3.392, 1.127], [-3.259, -1.778, 1.199], [-3.007, -2.605, -0.349], [-1.146, -3.045, 2.229], [-0.249, -2.941, 0.777], [-1.234, -0.524, 2.063], [-0.784, -0.770, -0.987], [1.237, 0.292, 0.750], [-0.189, 1.049, 0.800], [0.521, 0.940, -0.732], [1.175, 3.222, -1.441], [-0.309, 3.183, -1.965], [0.367, 2.704, -1.405], [4.369, 2.875, -1.334], [2.903, 2.808, -0.918], [3.633, 2.177, -1.248]]}

Q: Which of them is the most stable? A: #A.